Entry 1:
The following is a quantum chemistry calculation of 2 unconnected molecules or ions with the total composition C2H8BN, from the Open Molecules 2025 dataset.

Structure (ORCA input):
```
! RIJCOSX wB97M-V def2-TZVPD def2/J DEFGRID3
* xyz 0 1
B -0.0152 1.4801 0.0518
C 1.3947 -0.5302 0.0401
C -1.0014 -0.8015 0.0567
N 0.1018 0.1386 0.0570
H 0.7138 2.3707 0.0779
H -2.5272 2.5939 -0.5471
H 1.4873 -1.1315 -0.8686
H 2.1960 0.2035 0.0570
H 1.4944 -1.1895 0.9059
H -0.9746 -1.4098 0.9674
H -1.9431 -0.2553 0.0103
H -0.9265 -1.4690 -0.8082
*
```

Results
* E_HOMO (alpha / beta): -9.22 / -7.13 eV
* energy relative to the best compared isomer or geometry (same formula, charge and spin): 120.06 kcal per mole
* orbital gap (alpha / beta): 9.946 / 7.238 eV

Here is what Löwdin gives for the atomic charges, in e: number 1, B, carries -0.13; number 2, C, carries -0.07; number 3, C, carries -0.08; number 4, N, carries -0.22; number 5, H, carries 0.00; number 6, H, carries -0.01; number 7, H, carries 0.09; number 8, H, carries 0.08; number 9, H, carries 0.09; number 10, H, carries 0.09; number 11, H, carries 0.06; number 12, H, carries 0.09

Entry 2:
The following is a quantum chemistry calculation of a single CH3IOS2 molecule, from the Open Molecules 2025 dataset.

Structure (ORCA input):
```
! RIJCOSX wB97M-V def2-TZVPD def2/J DEFGRID3
* xyz 0 1
O 0.7819 -0.6352 0.5405
C 0.0453 0.0483 -0.4176
S 1.1998 1.1205 -1.2762
S 1.6419 0.1328 -2.9542
I 0.0012 0.4293 -4.7066
H 1.3256 0.0301 0.9494
H -0.7769 0.7600 -0.2652
H -0.2579 -0.6871 -1.1404
*
```

Results
* E_HOMO: -8.96 eV
* energy relative to the best compared isomer or geometry (same formula, charge and spin): 0.00 kcal per mole
* SMILES: OCSSI
* orbital gap: 7.955 eV

Here is what Löwdin gives for the atomic charges, in e: number 1, O, carries -0.10; number 2, C, carries -0.62; number 3, S, carries 0.43; number 4, S, carries -0.19; number 5, I, carries 0.29; number 6, H, carries 0.06; number 7, H, carries 0.08; number 8, H, carries 0.06

Entry 3:
The following is a quantum chemistry calculation of a single C6H11NO molecule, from the Open Molecules 2025 dataset.

Structure (ORCA input):
```
! RIJCOSX wB97M-V def2-TZVPD def2/J DEFGRID3
* xyz 0 1
H -2.5435 -1.2652 -1.1254
N -2.6692 -0.6515 -0.3249
C -1.6326 -0.4369 0.3566
O -0.5488 -1.5940 0.4667
C 0.5911 -0.8233 0.4200
C 1.1468 -0.5028 1.7991
C 0.1258 0.5289 -0.4671
C 0.3727 1.7742 -0.0130
C 0.1501 0.2598 -1.9543
H -1.6034 0.1232 1.2878
H 1.3721 -1.2432 -0.2298
H 0.4044 -0.0076 2.4309
H 2.0430 0.1204 1.7492
H 1.3812 -1.4500 2.2948
H 0.3792 2.0159 1.0440
H 0.5476 2.6081 -0.6878
H 1.1752 0.1249 -2.3091
H -0.3927 -0.6539 -2.2081
H -0.2990 1.0733 -2.5295
*
```

Results
* E_HOMO: -9.34 eV
* energy relative to the best compared isomer or geometry (same formula, charge and spin): 85.57 kcal per mole
* SMILES: [H]/N=C\O[C@H](C)C(=C)C
* orbital gap: 9.305 eV

Here is what Löwdin gives for the atomic charges, in e: number 1, H, carries 0.07; number 2, N, carries 0.14; number 3, C, carries -0.22; number 4, O, carries -0.10; number 5, C, carries -0.39; number 6, C, carries -0.05; number 7, C, carries -0.33; number 8, C, carries 0.06; number 9, C, carries -0.07; number 10, H, carries 0.13; number 11, H, carries 0.14; number 12, H, carries 0.08; number 13, H, carries 0.08; number 14, H, carries 0.08; number 15, H, carries 0.07; number 16, H, carries 0.07; number 17, H, carries 0.09; number 18, H, carries 0.07; number 19, H, carries 0.08

Entry 4:
The following is a quantum chemistry calculation of 4 unconnected molecules or ions with the total composition C36H24BrFO9, from the Open Molecules 2025 dataset.

Structure (ORCA input):
```
! RIJCOSX wB97M-V def2-TZVPD def2/J DEFGRID3
* xyz 0 1
O -2.3356 -0.4403 4.6912
C -3.3583 -1.1872 4.2578
Br -4.8693 -0.3407 3.2555
C -3.4548 -2.8409 4.4771
C -2.9001 -3.5021 3.0567
C -3.9964 -3.7308 1.8313
C -3.4386 -4.3378 0.4128
C -1.8266 -4.7106 0.2562
C -0.7649 -4.4995 1.5310
C -1.3078 -3.8844 2.9604
C 0.8307 -4.9061 1.2384
O 1.6082 -5.5309 2.1489
C 1.3823 -4.4482 -0.2726
C 2.8862 -3.8048 -0.4373
C 3.3144 -3.3351 -1.9833
C 2.2596 -3.5091 -3.2697
C 2.6890 -2.9891 -4.7899
C 2.0555 -1.4469 -4.9062
F 1.0689 -1.3607 -6.0331
C 0.7385 -4.1814 -3.0925
C 0.3200 -4.6465 -1.5478
C -1.1758 -5.2920 -1.1705
O -1.8063 -6.1970 -1.9534
H -2.7110 -3.0682 5.3753
H -4.5686 -3.1259 4.7084
H -5.1059 -3.4395 2.0671
H -4.2194 -4.4632 -0.4630
H -0.5206 -3.7138 3.8414
H 3.5893 -3.6651 0.4925
H 4.3919 -2.8604 -2.0890
H 2.1847 -3.5967 -5.6535
H 3.8512 -3.0186 -4.9252
H 1.4446 -1.1619 -3.9271
H 2.8765 -0.6230 -5.0368
H 0.0057 -4.3108 -3.9997
O -0.0612 -0.4483 -2.4517
C -0.2203 0.7593 -2.5650
C -0.4221 1.3856 -3.8865
C -0.5936 2.7054 -4.0095
C -0.5904 3.5932 -2.8299
O -0.7494 4.8009 -2.9433
C -0.3886 2.9669 -1.5085
C -0.2170 1.6471 -1.3854
H -0.4227 0.7209 -4.7420
H -0.7421 3.1809 -4.9713
H -0.3880 3.6316 -0.6530
H -0.0685 1.1716 -0.4236
O 2.0419 7.2264 -3.3157
C 1.1158 8.0178 -3.4284
C 1.2970 9.3198 -4.1000
C 0.2852 10.1847 -4.2207
C -1.0570 9.8750 -3.6894
O -1.9830 10.6664 -3.8021
C -1.2382 8.5729 -3.0178
C -0.2264 7.7081 -2.8971
H 2.2873 9.5320 -4.4851
H 0.4013 11.1442 -4.7098
H -2.2284 8.3608 -2.6327
H -0.3425 6.7486 -2.4080
O -0.4660 -2.6119 5.5094
C 0.3386 -1.9969 6.1958
C 1.4614 -2.6849 6.8630
C 2.3386 -2.0125 7.6145
C 2.2237 -0.5534 7.8084
O 3.0283 0.0615 8.4948
C 1.1009 0.1345 7.1412
C 0.2237 -0.5378 6.3897
H 1.5325 -3.7551 6.7104
H 3.1674 -2.5019 8.1114
H 1.0298 1.2048 7.2937
H -0.6051 -0.0485 5.8928
*
```

Results
* E_HOMO: -8.80 eV
* SMILES: O=C(Br)Cc1ccc2c(c1)C(=O)c1ccc(CCF)cc1C2=O.O=C1C=CC(=O)C=C1.O=C1C=CC(=O)C=C1.O=C1C=CC(=O)C=C1
* orbital gap: 6.882 eV

Here is what Löwdin gives for the atomic charges, in e: number 1, O, carries -0.11; number 2, C, carries -0.61; number 3, Br, carries 0.63; number 4, C, carries -0.14; number 5, C, carries -0.12; number 6, C, carries -0.01; number 7, C, carries 0.01; number 8, C, carries -0.02; number 9, C, carries -0.01; number 10, C, carries 0.07; number 11, C, carries -0.19; number 12, O, carries -0.05; number 13, C, carries -0.03; number 14, C, carries 0.01; number 15, C, carries 0.00; number 16, C, carries -0.12; number 17, C, carries -0.14; number 18, C, carries -0.13; number 19, F, carries -0.16; number 20, C, carries 0.07; number 21, C, carries -0.01; number 22, C, carries -0.19; number 23, O, carries -0.04; number 24, H, carries 0.12; number 25, H, carries 0.12; number 26, H, carries 0.09; number 27, H, carries 0.10; number 28, H, carries 0.10; number 29, H, carries 0.10; number 30, H, carries 0.09; number 31, H, carries 0.12; number 32, H, carries 0.11; number 33, H, carries 0.10; number 34, H, carries 0.12; number 35, H, carries 0.11; number 36, O, carries 0.08; number 37, C, carries -0.37; number 38, C, carries 0.03; number 39, C, carries 0.03; number 40, C, carries -0.36; number 41, O, carries 0.08; number 42, C, carries 0.03; number 43, C, carries 0.03; number 44, H, carries 0.12; number 45, H, carries 0.13; number 46, H, carries 0.12; number 47, H, carries 0.13; number 48, O, carries 0.10; number 49, C, carries -0.38; number 50, C, carries 0.02; number 51, C, carries 0.02; number 52, C, carries -0.39; number 53, O, carries 0.09; number 54, C, carries 0.03; number 55, C, carries 0.02; number 56, H, carries 0.12; number 57, H, carries 0.12; number 58, H, carries 0.12; number 59, H, carries 0.09; number 60, O, carries 0.04; number 61, C, carries -0.34; number 62, C, carries 0.03; number 63, C, carries 0.03; number 64, C, carries -0.38; number 65, O, carries 0.10; number 66, C, carries 0.03; number 67, C, carries 0.03; number 68, H, carries 0.12; number 69, H, carries 0.12; number 70, H, carries 0.12; number 71, H, carries 0.09

| no. | energy (eV) |
| --- | --- |
| 1 | -4365.98752 |
| 2 | -32903.81945 |
| 3 | -9934.74358 |
| 4 | -128884.03297 |